Record 1
Here is a cluster of 2 separate species, C4H10N2O in total at a distorted geometry from the Open Molecules 2025 dataset. Energies are from ωB97M-V/def2-TZVPD.

Computed properties:
* E: -343.01327 Eh
* HOMO energy (alpha / beta): -6.80 / -6.79 eV
* Kohn-Sham gap (alpha / beta): 0.20336 / 0.20271 Ha

Geometry as XYZ:
```
17
C4H10N2O ωB97M-V/def2-TZVPD
C 0.24 1.02 -0.53
C -0.48 -2.41 0.69
C -0.87 0.35 -1.25
N 0.54 2.27 -0.87
C 0.79 0.57 0.75
O 0.51 -1.82 -0.07
N 1.05 1.41 1.68
H 1.14 2.80 -0.24
H 0.18 2.70 -1.71
H 1.63 0.98 2.40
H 1.12 -0.52 0.68
H -0.49 -3.51 0.58
H -1.50 -2.08 0.42
H -0.38 -2.22 1.77
H -1.80 0.39 -0.67
H -0.63 -0.71 -1.38
H -1.05 0.75 -2.25
```

Record 2
Here is a structure of composition C5H8O3 from the Open Molecules 2025 dataset. Energies are from ωB97M-V/def2-TZVPD.

Computed properties:
* E: -420.87481 Eh
* HOMO energy: -9.04 eV
* Kohn-Sham gap: 0.30600 Ha

Geometry as XYZ:
```
16
C5H8O3 ωB97M-V/def2-TZVPD
C 0.41 1.82 0.87
C 0.06 0.37 1.08
C 0.63 -0.41 -0.60
C 1.17 -1.63 -0.48
O 0.09 -0.33 2.03
H 1.10 0.33 -1.23
H 1.50 1.92 0.92
H 0.05 2.18 -0.09
H -0.04 2.38 1.69
H 2.08 -1.92 -1.01
H 0.71 -2.38 0.15
C -1.07 -0.21 -0.67
O -1.65 -1.46 -0.41
O -1.38 0.48 -1.64
H -2.40 -1.52 -1.03
H -1.27 0.37 0.41
```

Record 3
Here is the molecule CH3N5Se at a distorted geometry from the Open Molecules 2025 dataset. Energies are from ωB97M-V/def2-TZVPD.

Computed properties:
* E: -2715.00051 Eh
* HOMO energy: -9.38 eV
* SMILES: Nn1nnnc1[SeH]
* Kohn-Sham gap: 0.36439 Ha

Geometry as XYZ:
```
10
CH3N5Se ωB97M-V/def2-TZVPD
N 1.35 -1.09 -0.05
N 0.08 -0.59 0.09
N -0.91 -1.22 0.72
N -1.91 -0.43 0.68
N -1.62 0.74 0.08
C -0.38 0.65 -0.33
Se 0.57 2.09 -1.08
H 1.30 -2.16 0.34
H 2.08 -0.77 0.53
H -0.57 2.77 -0.97
```

Record 4
Here is a cluster of 2 separate species, C3H10NO in total at a distorted geometry from the Open Molecules 2025 dataset. Energies are from ωB97M-V/def2-TZVPD.

Computed properties:
* E: -249.96957 Eh
* HOMO energy: -13.87 eV
* Kohn-Sham gap: 0.37692 Ha
* charge: +1

Geometry as XYZ:
```
15
C3H10NO ωB97M-V/def2-TZVPD
C 2.01 1.06 -1.71
C 1.38 0.56 -0.35
C 0.11 0.18 -0.20
N -0.32 -0.91 0.77
H 3.07 0.59 -1.82
H 1.55 0.56 -2.55
H 2.10 2.08 -1.77
H 2.18 0.69 0.43
H -0.75 0.71 -0.47
H 0.29 -0.91 1.62
H -1.40 -1.01 1.06
H -0.23 -1.80 0.37
H -3.08 -0.26 2.20
H -3.93 -0.81 1.10
O -2.97 -0.73 1.33
```

Record 5
Here is a cluster of 3 separate species, C15H27O9 in total at a distorted geometry from the Open Molecules 2025 dataset. Energies are from ωB97M-V/def2-TZVPD.

Computed properties:
* E: -1264.71577 Eh
* HOMO energy: -1.28 eV
* Kohn-Sham gap: 0.12784 Ha
* charge: -1

Geometry as XYZ:
```
51
C15H27O9 ωB97M-V/def2-TZVPD
C 3.31 1.14 1.76
C 2.03 0.32 1.09
O 1.89 -1.06 1.58
C 0.97 -1.85 0.74
C -0.60 -1.88 1.32
O -0.76 -0.77 2.27
C -1.80 0.19 1.85
C -1.97 0.38 0.24
C -3.04 1.65 0.04
O -0.75 0.77 -0.49
H 3.30 0.86 2.91
H 3.06 2.29 1.61
H 4.30 0.80 1.22
H 2.08 0.41 -0.09
H 1.06 0.94 1.40
H 0.96 -1.50 -0.40
H 1.42 -2.96 0.69
H -0.65 -2.87 1.96
H -1.46 1.25 2.28
H -2.84 -0.09 2.33
H -2.47 -0.56 -0.30
H -4.02 1.41 0.64
H -3.21 1.93 -1.08
H -2.52 2.56 0.63
H -0.66 0.22 -1.34
C -7.93 1.68 -2.54
C -7.61 0.35 -1.89
C -8.19 0.20 -0.52
O -7.29 -0.70 0.10
C -6.09 -0.53 -0.52
O -5.03 -0.99 -0.12
O -6.22 0.23 -1.65
H -9.01 1.83 -2.63
H -7.51 2.52 -1.97
H -7.49 1.73 -3.54
H -7.92 -0.47 -2.55
H -9.20 -0.21 -0.53
H -8.20 1.13 0.06
C 6.48 -1.73 0.33
C 7.84 -1.27 -0.17
C 8.11 0.18 0.12
O 9.00 0.54 -0.92
C 8.72 -0.29 -1.97
O 9.16 -0.14 -3.10
O 7.89 -1.31 -1.58
H 6.39 -1.60 1.41
H 5.67 -1.19 -0.17
H 6.34 -2.79 0.09
H 8.63 -1.91 0.23
H 8.58 0.32 1.10
H 7.23 0.82 0.06
```

Record 6
Here is a cluster of 2 separate species, CH3BrOS in total at a distorted geometry from the Open Molecules 2025 dataset. Energies are from ωB97M-V/def2-TZVPD.

Computed properties:
* E: -3087.23472 Eh
* HOMO energy (alpha / beta): -9.01 / -9.08 eV
* Kohn-Sham gap (alpha / beta): 0.31458 / 0.29392 Ha

Geometry as XYZ:
```
7
CH3BrOS ωB97M-V/def2-TZVPD
C -0.14 0.11 0.08
O 1.93 2.94 0.23
S 0.98 2.30 1.09
Br -1.01 3.29 0.73
H -0.90 0.41 0.84
H 0.43 -0.67 0.34
H -0.33 0.62 -0.85
```